No. 1
This record from the Open Molecules 2025 dataset describes a structure of composition C26H29CdN7O4S. The level of theory is ωB97M-V/def2-TZVPD.

The geometry in XYZ format:
```
68
Properties=species:S:1:pos:R:3:forces:R:3:lowdin_charge:R:1
Cd 0.225 -0.030 0.221 -0.005 -0.046 0.113 1.29
C -3.894 2.151 0.826 -0.009 -0.003 -0.001 -0.03
C -2.619 1.553 0.317 -0.024 0.007 -0.007 -0.29
N -1.781 0.934 1.059 0.049 0.022 0.045 -0.08
N -2.045 0.763 2.373 -0.010 -0.016 -0.015 -0.03
C -0.955 0.647 3.110 0.018 -0.005 -0.017 -0.89
N -1.175 0.385 4.426 0.000 0.005 0.002 0.06
S 0.687 0.888 2.627 -0.012 0.016 0.016 0.54
C -2.222 1.708 -1.104 -0.012 -0.029 0.012 -0.23
C -3.071 2.280 -2.049 0.002 0.007 -0.017 -0.01
C -2.624 2.434 -3.352 -0.016 0.005 0.011 -0.06
C -1.341 2.030 -3.682 0.023 -0.006 -0.005 -0.06
C -0.558 1.469 -2.683 -0.026 0.033 -0.006 -0.17
N -0.993 1.300 -1.441 0.063 -0.014 -0.050 0.05
H -3.814 2.294 1.900 -0.004 -0.013 0.004 0.07
H -4.108 3.106 0.347 0.009 0.009 0.013 0.07
H -4.739 1.482 0.641 0.001 0.006 -0.014 0.09
H -2.089 0.035 4.663 -0.003 0.001 -0.004 0.09
H -0.389 0.032 4.944 0.001 -0.001 -0.001 0.07
H -4.068 2.588 -1.771 -0.001 0.000 -0.004 0.11
H -3.275 2.867 -4.101 0.000 -0.001 0.000 0.11
H -0.952 2.140 -4.684 0.001 -0.002 0.001 0.11
H 0.453 1.129 -2.874 0.011 0.006 -0.001 0.11
C 0.299 -4.002 -2.284 0.004 0.011 0.017 -0.02
C 0.221 -2.903 -1.264 0.070 0.085 0.022 -0.30
N -0.107 -1.690 -1.560 -0.091 -0.103 -0.101 -0.06
O -0.298 -1.488 -2.952 -0.081 -0.058 0.051 -0.09
C 0.530 -3.220 0.119 -0.036 0.020 0.054 -0.33
C 0.767 -4.608 0.624 -0.011 0.000 -0.002 -0.05
N 0.608 -2.214 0.963 0.035 0.021 -0.120 -0.23
O 0.887 -2.449 2.173 0.008 0.005 0.039 -0.19
H 0.253 -3.614 -3.293 0.007 -0.007 -0.013 0.07
H -0.536 -4.690 -2.131 0.006 -0.010 -0.005 0.09
H 1.217 -4.571 -2.145 0.002 0.005 -0.012 0.09
H -1.078 -0.922 -2.977 0.052 0.051 -0.009 0.07
H 0.531 -5.370 -0.116 0.001 0.002 -0.002 0.06
H 0.158 -4.775 1.515 -0.001 -0.002 0.002 0.08
H 1.805 -4.737 0.944 -0.001 0.005 0.002 0.08
C 3.493 3.172 1.965 0.002 -0.038 -0.034 -0.05
O 3.401 3.148 0.542 0.001 0.015 0.012 -0.08
C 2.244 3.540 -0.026 0.003 -0.004 0.011 -0.24
C 1.104 3.919 0.677 -0.019 0.006 0.011 -0.02
C -0.004 4.400 -0.003 0.014 0.000 -0.020 -0.07
C 0.005 4.517 -1.385 0.002 -0.004 0.021 -0.10
C 1.123 4.101 -2.088 -0.012 0.008 -0.009 -0.04
C 2.225 3.588 -1.423 0.003 -0.001 -0.013 -0.17
N 3.365 3.231 -2.193 0.006 -0.011 -0.010 0.13
C 4.282 2.271 -2.065 0.003 0.002 0.012 -0.01
C 4.360 1.131 -1.284 -0.025 0.002 0.002 -0.14
C 5.660 0.534 -1.172 0.004 0.004 -0.001 -0.05
C 5.899 -0.481 -0.311 -0.006 -0.008 0.012 -0.09
C 4.826 -0.968 0.495 0.021 0.007 -0.015 -0.05
C 3.563 -0.486 0.383 -0.023 0.012 -0.005 -0.01
C 3.243 0.536 -0.579 0.041 -0.034 0.004 -0.36
O 2.059 0.872 -0.844 -0.039 0.010 -0.002 -0.12
H 4.495 2.822 2.197 0.005 0.013 0.004 0.10
H 2.758 2.506 2.418 -0.004 0.017 0.011 0.02
H 3.357 4.189 2.339 -0.002 -0.003 0.013 0.10
H 1.073 3.817 1.751 0.000 0.000 -0.004 0.09
H -0.883 4.686 0.562 0.000 -0.001 0.004 0.11
H -0.858 4.899 -1.914 0.001 0.000 -0.005 0.10
H 1.140 4.148 -3.171 0.003 0.000 0.000 0.12
H 3.566 3.894 -2.925 -0.001 0.005 0.001 0.15
H 5.145 2.462 -2.696 -0.001 0.001 -0.002 0.14
H 6.466 0.946 -1.770 -0.003 0.001 -0.003 0.11
H 6.886 -0.910 -0.217 0.000 -0.001 0.000 0.10
H 5.022 -1.757 1.211 -0.001 0.000 0.001 0.11
H 2.764 -0.888 0.997 0.006 -0.004 0.005 0.07
```
Forces are in eV/Å.

Values from the calculation:
- multiplicity = 1
- highest occupied orbital energy (eV) = -6.860
- LUMO (eV) = -0.43

***

No. 2
This record from the Open Molecules 2025 dataset describes the molecule C26H29FN4O3. The level of theory is ωB97M-V/def2-TZVPD.

The geometry in XYZ format:
```
63
Properties=species:S:1:pos:R:3:forces:R:3:lowdin_charge:R:1
C 1.616 1.765 -0.560 -0.376 -0.049 -0.175 -0.05
C 0.671 1.476 -1.716 0.584 0.297 -0.084 -0.20
H 0.613 2.345 -2.379 -0.006 -0.199 0.026 0.13
H 0.992 0.598 -2.280 -0.064 0.101 0.032 0.12
O -0.644 1.156 -1.260 -0.470 -0.044 0.207 -0.02
C -1.432 2.198 -0.921 0.218 0.221 -0.124 -0.42
O -1.079 3.356 -0.985 -0.034 -0.170 0.015 0.11
C -2.758 1.801 -0.486 -0.350 -0.517 0.073 -0.09
C -3.387 0.564 -0.378 0.140 0.761 -0.084 -0.08
C -4.708 0.819 0.101 -0.110 0.411 0.062 -0.07
C -5.804 0.011 0.425 -0.536 0.039 0.204 0.07
C -6.935 0.640 0.882 0.323 -0.144 -0.087 -0.27
C -7.045 2.026 1.038 0.074 0.003 -0.040 -0.01
C -5.980 2.835 0.724 -0.122 -0.019 0.039 -0.01
C -4.814 2.229 0.259 -0.056 -0.548 -0.030 -0.20
N -3.636 2.790 -0.099 0.318 0.237 -0.069 0.14
H -3.391 3.766 -0.103 -0.009 -0.091 -0.002 0.17
H -6.039 3.906 0.832 -0.040 0.116 0.028 0.11
H -7.973 2.437 1.402 -0.093 0.043 0.035 0.12
F -8.013 -0.109 1.208 -0.039 -0.007 0.002 0.05
H -5.771 -1.058 0.303 -0.029 -0.020 0.014 0.11
N -2.745 -0.620 -0.684 0.486 -0.022 -0.091 0.16
C -3.219 -1.881 -0.867 0.317 0.032 -0.041 -0.44
O -4.369 -2.238 -0.769 -0.259 -0.142 -0.044 0.08
C -2.095 -2.835 -1.267 -0.023 -0.116 0.031 -0.10
N -0.830 -2.447 -0.674 0.018 -0.167 -0.130 -0.19
C 0.309 -3.078 -1.319 0.281 0.121 -0.111 -0.17
C 1.605 -2.561 -0.700 -0.161 -0.184 -0.162 -0.17
N 1.607 -2.868 0.715 -0.010 -0.038 -0.007 -0.17
C 0.490 -2.205 1.356 -0.252 -0.175 0.028 -0.17
C -0.803 -2.739 0.751 0.103 0.194 0.274 -0.16
H -1.662 -2.260 1.226 0.007 -0.020 0.016 0.13
H -0.862 -3.826 0.933 -0.031 0.057 -0.008 0.13
H 0.513 -2.425 2.426 -0.011 0.037 0.012 0.13
H 0.516 -1.111 1.216 -0.006 -0.020 0.060 0.12
C 2.894 -2.657 1.364 0.005 -0.060 -0.004 -0.19
C 3.363 -1.231 1.384 0.101 -0.094 -0.160 -0.09
C 4.302 -0.755 0.570 -0.256 -0.310 0.206 -0.06
C 4.770 0.622 0.494 0.229 0.448 -0.057 -0.25
C 4.506 1.569 1.485 0.025 -0.113 -0.063 -0.05
C 4.954 2.869 1.357 -0.051 0.062 0.053 -0.08
C 5.677 3.254 0.240 0.038 0.053 -0.070 -0.09
C 5.956 2.324 -0.748 0.054 0.141 -0.055 -0.09
C 5.512 1.022 -0.619 -0.117 -0.126 0.132 -0.05
H 5.733 0.301 -1.394 0.020 -0.085 -0.057 0.11
H 6.525 2.615 -1.620 0.039 0.021 -0.062 0.10
H 6.025 4.271 0.142 0.030 0.080 -0.005 0.10
H 4.743 3.587 2.135 -0.018 0.049 0.064 0.10
H 3.956 1.282 2.368 -0.056 -0.036 0.101 0.11
H 4.770 -1.435 -0.133 0.023 -0.147 -0.063 0.11
H 2.853 -0.581 2.082 -0.024 0.213 0.068 0.10
H 3.622 -3.282 0.839 0.029 0.020 0.091 0.12
H 2.797 -3.028 2.390 0.082 -0.039 -0.062 0.12
H 2.455 -3.059 -1.170 0.013 0.036 -0.029 0.13
H 1.687 -1.476 -0.886 0.029 -0.044 -0.038 0.11
H 0.289 -2.833 -2.384 -0.010 -0.039 0.013 0.12
H 0.276 -4.175 -1.209 -0.001 0.039 -0.037 0.13
H -2.006 -2.784 -2.357 -0.010 -0.030 0.042 0.14
H -2.402 -3.860 -1.003 -0.028 0.146 -0.012 0.14
H -1.743 -0.526 -0.846 -0.160 -0.136 0.060 0.12
H 2.615 1.957 -0.941 0.152 0.014 -0.027 0.08
H 1.660 0.916 0.118 0.058 -0.111 0.066 0.06
H 1.277 2.640 -0.012 0.020 0.072 0.040 0.08
```
Forces are in eV/Å.

Values from the calculation:
- multiplicity = 1
- highest occupied orbital energy (eV) = -7.759
- LUMO (eV) = 0.32

***

No. 3
This record from the Open Molecules 2025 dataset describes a structure of composition C26H29HfN2O6P4 in a non-equilibrium geometry. The level of theory is ωB97M-V/def2-TZVPD.

The geometry in XYZ format:
```
68
Properties=species:S:1:pos:R:3:forces:R:3:lowdin_charge:R:1
Hf -0.341 1.077 -0.332 0.752 -1.270 0.630 1.50
N -1.015 3.739 -3.916 0.460 0.086 -0.522 0.21
C -1.570 3.533 -2.551 -0.026 -0.720 0.867 -0.49
C -2.689 4.524 -2.288 -0.165 0.250 0.177 -0.04
P -0.067 3.842 -1.439 -0.426 1.400 0.397 0.40
O -0.742 4.104 -0.006 0.346 0.072 -0.621 -0.13
O 0.641 4.933 -2.094 0.172 0.145 -0.236 -0.19
O 0.672 2.511 -1.170 0.403 0.905 -0.128 -0.36
P -2.081 1.825 -2.148 -1.050 -0.238 -1.778 0.40
O -3.394 1.553 -2.934 0.485 0.559 0.070 -0.02
O -0.913 0.900 -2.438 -0.037 0.490 -0.137 -0.33
O -2.219 1.735 -0.616 -0.710 0.672 0.197 -0.33
H -0.246 4.452 -3.777 -0.316 -0.215 -0.299 0.16
H -1.713 4.106 -4.584 0.226 -0.173 0.214 0.20
H -0.590 2.884 -4.307 -0.053 0.292 -0.022 0.18
H -2.336 5.552 -2.368 0.033 0.025 -0.009 0.12
H -3.095 4.382 -1.286 0.023 0.015 -0.032 0.10
H -3.509 4.376 -2.993 0.033 -0.011 -0.043 0.11
H -0.801 5.035 0.242 -0.114 0.282 0.094 0.13
H -4.077 0.978 -2.575 -0.269 -0.358 0.084 0.13
N 0.303 -1.614 1.022 -0.270 0.636 0.023 -0.37
P -0.440 -0.335 1.909 1.869 -1.095 1.025 0.94
C -0.660 -1.103 3.538 -0.578 0.330 -0.199 -0.35
C -1.497 -2.220 3.611 0.032 0.048 -0.127 -0.09
C -1.695 -2.841 4.830 -0.008 -0.051 -0.025 -0.04
C -1.086 -2.341 5.972 0.016 0.070 -0.078 -0.02
C -0.276 -1.218 5.900 0.009 0.012 0.010 -0.04
C -0.068 -0.582 4.688 0.034 0.062 -0.181 -0.07
C 0.974 0.853 2.089 -0.871 0.121 -0.186 -0.44
C 2.288 0.495 2.380 0.104 0.017 -0.108 -0.06
C 3.265 1.477 2.452 -0.170 -0.298 0.053 0.00
C 2.943 2.805 2.213 -0.351 0.192 -0.027 0.00
C 1.640 3.174 1.907 0.070 0.129 0.079 -0.04
C 0.644 2.203 1.834 0.160 -0.497 0.433 -0.22
P 0.868 -1.223 -0.567 -0.634 -2.677 0.559 0.95
C 2.159 -2.473 -0.799 0.128 0.656 -0.224 -0.37
C 3.510 -2.148 -0.878 -0.101 0.079 -0.027 -0.08
C 4.440 -3.164 -1.025 0.056 0.058 0.009 -0.04
C 4.027 -4.487 -1.099 -0.017 0.132 0.006 -0.02
C 2.679 -4.804 -1.005 -0.032 -0.040 0.029 -0.03
C 1.739 -3.804 -0.851 -0.159 0.138 -0.010 -0.09
C -0.561 -1.768 -1.594 0.233 0.107 0.118 -0.40
C -1.861 -1.476 -1.153 0.352 -0.398 0.284 -0.17
C -2.939 -1.709 -1.993 -0.101 0.098 -0.074 -0.07
C -2.734 -2.186 -3.282 -0.096 0.109 0.162 -0.03
C -1.453 -2.483 -3.715 0.163 0.038 0.061 -0.02
C -0.367 -2.271 -2.879 -0.008 0.146 0.107 -0.06
H 0.687 -2.420 1.513 -0.052 0.111 -0.101 0.10
H -1.976 -2.601 2.719 -0.084 -0.086 -0.022 0.11
H -2.332 -3.709 4.897 -0.061 -0.078 -0.036 0.12
H -1.250 -2.822 6.923 -0.012 -0.063 0.101 0.13
H 0.188 -0.832 6.794 0.062 0.063 0.071 0.12
H 0.556 0.298 4.642 0.048 0.084 0.033 0.11
H 2.532 -0.537 2.593 0.042 -0.079 -0.050 0.13
H 4.272 1.210 2.725 0.185 -0.050 0.016 0.13
H 3.702 3.565 2.304 0.131 0.120 -0.053 0.13
H 1.405 4.218 1.776 -0.049 0.112 -0.062 0.12
H -0.421 2.493 1.795 0.182 0.036 -0.088 0.11
H 3.828 -1.116 -0.834 0.083 0.069 -0.024 0.11
H 5.488 -2.918 -1.091 0.107 -0.001 -0.015 0.12
H 4.757 -5.270 -1.235 0.061 -0.074 0.007 0.13
H 2.356 -5.832 -1.063 -0.018 -0.105 0.016 0.13
H 0.687 -4.040 -0.783 -0.083 -0.140 -0.037 0.12
H -2.046 -1.178 -0.118 -0.047 -0.097 -0.135 0.07
H -3.945 -1.558 -1.632 -0.143 0.026 0.074 0.12
H -3.575 -2.342 -3.939 -0.100 -0.107 -0.029 0.13
H -1.300 -2.891 -4.700 0.045 -0.062 -0.144 0.13
H 0.631 -2.515 -3.210 0.109 -0.008 -0.116 0.12
```
Forces are in eV/Å.

Values from the calculation:
- multiplicity = 1
- charge = +3
- highest occupied orbital energy (eV) = -16.756
- LUMO (eV) = -9.62

***

No. 4
This record from the Open Molecules 2025 dataset describes a structure of composition C26H29N2O4Os in a non-equilibrium geometry. The level of theory is ωB97M-V/def2-TZVPD.

The geometry in XYZ format:
```
62
Properties=species:S:1:pos:R:3:forces:R:3:lowdin_charge:R:1
C -1.164 -1.602 2.129 0.335 -0.344 1.194 -0.15
C -2.567 -1.463 1.989 -0.750 -1.079 1.182 -0.21
C -2.914 -1.905 0.683 -0.781 -1.041 -0.496 -0.18
H -3.242 -1.079 2.738 0.030 -0.388 0.051 0.13
C -1.708 -2.360 0.045 -0.267 -0.760 -0.042 -0.11
C -0.647 -2.209 0.953 0.188 -0.098 -0.205 -0.06
H 0.386 -2.517 0.778 -0.396 0.403 0.012 0.15
H -0.607 -1.331 3.020 0.031 0.018 -0.325 0.12
H -3.921 -2.001 0.301 0.115 0.091 -0.066 0.14
H -1.628 -2.845 -0.923 -0.033 0.377 0.144 0.13
C -2.988 1.840 0.419 -0.186 1.415 -0.492 -0.12
C -2.912 1.231 1.704 -0.636 0.909 0.518 -0.24
C -1.557 1.367 2.152 -0.124 1.125 0.888 -0.21
H -3.731 0.832 2.282 -0.065 0.399 -0.050 0.13
C -0.856 2.181 1.195 0.230 -0.741 0.324 -0.04
C -1.701 2.373 0.090 -0.986 0.215 -0.038 -0.07
H -1.409 2.822 -0.856 -0.184 -0.123 0.282 0.14
H -3.905 1.997 -0.142 0.314 -0.334 -0.046 0.14
H -1.204 1.051 3.127 0.133 0.219 -0.306 0.12
H 0.172 2.537 1.284 -0.485 -0.317 -0.043 0.14
Os -1.775 -0.140 0.652 3.932 0.271 -1.663 1.65
O -2.247 0.144 -1.343 -0.090 0.297 0.110 -0.24
C -2.771 -0.721 -2.336 -0.702 0.250 0.286 -0.26
C -1.699 -1.047 -3.284 0.388 -0.845 0.491 -0.04
H -3.176 -1.659 -1.895 0.076 0.634 -0.254 0.11
H -3.573 -0.133 -2.827 0.256 -0.490 0.132 0.14
H -1.000 -1.816 -2.973 -0.146 -0.221 -0.258 0.11
H -0.659 -2.078 -5.461 -0.083 0.413 -0.230 0.12
C -0.928 -1.024 -5.591 -0.004 0.278 0.322 -0.02
C -1.489 -0.352 -4.462 0.165 1.150 -1.620 -0.24
C -1.839 1.039 -4.599 0.109 -0.806 0.001 -0.02
H -2.234 1.544 -3.709 0.150 -0.020 -0.515 0.11
C -1.612 1.700 -5.799 -0.034 -0.116 0.029 -0.07
H -1.833 2.768 -5.884 0.058 -0.416 0.007 0.11
C -1.101 1.001 -6.907 -0.041 -0.186 0.201 -0.07
H -0.955 1.520 -7.855 -0.042 -0.153 0.295 0.11
C -0.775 -0.364 -6.800 0.053 0.171 0.104 -0.07
H -0.388 -0.905 -7.667 -0.122 0.237 0.298 0.11
C 2.737 -1.437 4.224 -0.179 -0.296 0.266 -0.08
C 3.374 -1.293 2.861 0.120 0.086 -0.722 -0.15
C 3.077 0.022 2.074 0.078 0.149 -0.077 -0.27
C 3.627 1.347 2.702 0.223 -0.235 -0.801 -0.15
C 2.958 1.853 3.956 -0.110 0.304 0.218 -0.09
C 3.742 -0.115 0.696 1.903 -0.053 0.368 -0.38
O 4.961 -0.219 0.537 -2.208 0.141 0.360 0.10
N 2.891 -0.112 -0.380 -0.389 -0.065 -0.551 0.21
C 1.500 -0.022 -0.370 -0.411 -0.250 -1.680 -0.52
O 0.859 -0.151 -1.425 0.849 0.126 1.312 0.04
N 0.896 0.200 0.819 -0.713 -0.423 -0.854 0.13
C 1.560 0.167 1.976 -0.704 0.179 2.289 -0.42
O 0.914 0.265 3.044 0.609 -0.023 -1.306 -0.05
H 3.114 -0.691 4.923 -0.050 -0.341 0.026 0.07
H 2.960 -2.435 4.607 0.085 0.086 0.089 0.08
H 1.652 -1.327 4.156 0.378 -0.112 0.253 0.06
H 4.466 -1.420 2.920 -0.331 0.136 -0.124 0.13
H 2.992 -2.092 2.203 0.251 -0.071 0.206 0.12
H 4.712 1.229 2.849 -0.361 -0.084 -0.124 0.13
H 3.493 2.100 1.906 0.268 -0.017 0.249 0.13
H 2.962 1.105 4.747 -0.039 0.362 -0.014 0.06
H 3.498 2.739 4.292 -0.026 -0.033 0.097 0.09
H 1.920 2.133 3.757 0.250 0.025 0.222 0.07
H 3.292 -0.241 -1.300 0.101 0.017 0.075 0.17
```
Forces are in eV/Å.

Values from the calculation:
- multiplicity = 5
- charge = +1
- expectation value of S² = 6.062
- highest occupied orbital energy (alpha / beta) (eV) = -9.928 / -11.745
- LUMO (alpha / beta) (eV) = -3.89 / -5.76

***

no.,E (eV)
1,-61450.11906
2,-42254.03109
3,-81142.75634
4,-41058.05737